Entry from OMol25: C28H27MoN5O2P as an isolated structure (the ωB97M-V functional and the def2-TZVPD basis).

Its net charge is +3. The expectation value of S² is 2.056. The calculation puts the molar mass at 592.471 g mol⁻¹. As for the multiplicity: 3. The value obtained for the HOMO energy (alpha / beta) is -17.68 / -17.75 eV. As for the LUMO energy (alpha / beta): -11.4 / -11.2 eV.

Cartesian coordinates (Å):
Mo (-0.132, 0.029, -0.141)
C (0.263, 3.793, 2.088)
C (0.358, 2.451, 1.462)
N (-0.428, 1.999, 0.515)
O (-1.436, 2.761, -0.028)
C (1.380, 1.507, 1.918)
C (2.367, 1.726, 3.007)
N (1.324, 0.399, 1.230)
O (2.031, -0.635, 1.357)
H (-0.430, 4.487, 1.620)
H (1.249, 4.261, 2.083)
H (-0.020, 3.670, 3.138)
H (-1.478, 3.604, 0.447)
H (2.738, 2.750, 3.011)
H (3.207, 1.047, 2.890)
H (1.906, 1.525, 3.979)
N (0.107, -2.198, -0.504)
C (-0.788, -3.166, 0.156)
C (-0.907, -4.455, -0.319)
C (-1.702, -5.352, 0.388)
C (-2.355, -4.963, 1.554)
C (-2.238, -3.662, 2.018)
C (-1.453, -2.757, 1.302)
P (-1.395, -1.024, 1.656)
C (-1.153, -0.590, 3.335)
C (-0.414, -1.466, 4.142)
C (-0.164, -1.120, 5.460)
C (-0.638, 0.084, 5.966)
C (-1.356, 0.964, 5.158)
C (-1.608, 0.639, 3.838)
C (-2.755, -0.193, 0.837)
C (-3.911, 0.299, 1.446)
C (-4.907, 0.863, 0.663)
C (-4.759, 0.990, -0.719)
C (-3.605, 0.550, -1.347)
C (-2.623, -0.034, -0.558)
H (0.204, -2.448, -1.487)
H (1.034, -2.325, -0.091)
H (-0.378, -4.773, -1.210)
H (-1.801, -6.367, 0.027)
H (-2.962, -5.675, 2.096)
H (-2.759, -3.354, 2.917)
H (-0.050, -2.410, 3.754)
H (0.394, -1.795, 6.096)
H (-0.453, 0.341, 7.002)
H (-1.728, 1.894, 5.568)
H (-2.164, 1.327, 3.213)
H (-4.060, 0.190, 2.512)
H (-5.826, 1.192, 1.131)
H (-5.557, 1.426, -1.307)
H (-3.480, 0.644, -2.417)
H (-1.815, -0.510, -1.130)
N (5.819, -1.824, -2.366)
C (4.884, -1.158, -2.404)
C (3.695, -0.350, -2.414)
C (3.538, 0.724, -3.285)
C (2.367, 1.468, -3.239)
C (1.398, 1.110, -2.332)
N (1.547, 0.059, -1.491)
C (2.683, -0.652, -1.519)
H (4.327, 0.971, -3.983)
H (2.204, 2.309, -3.898)
H (0.460, 1.660, -2.281)
H (2.801, -1.448, -0.801)